ORCA calculation (ωB97M-V/def2-TZVPD) on C3H6INS in the gas phase at a distorted geometry.

Geometry (Å):
C 0.4159 -0.8179 0.4651
C -0.3609 0.1105 1.3687
C 0.8788 -0.1729 -0.7986
N -0.7945 1.3853 -0.7804
S -1.7176 0.5632 0.1934
I 0.7906 -1.1763 -2.6522
H 1.4174 -1.2011 0.7827
H -0.1296 -1.6860 0.0742
H -0.7666 -0.3355 2.2484
H 0.0786 0.9728 1.6214
H 1.2737 0.8613 -0.6701
H -1.0857 1.4965 -1.8526

For the LUMO energy (spin up / spin down), the calculation gives 0.46 / 0.05 eV. The spin multiplicity is 1. For the energy above the lowest of the compared OMol25 structures with the same formula, charge and spin, the calculation gives 2.3798 eV. The frontier orbital gap (spin up / spin down) comes out at 0.29534 / 0.26369 Eh. The HOMO energy (spin up / spin down) is -7.574 / -7.130 eV. As for the energy: -868.3927 a.u.

---

ORCA calculation (ωB97M-V/def2-TZVPD) on 2 unconnected molecules or ions with the total composition C2H4BrP at a distorted geometry.

Geometry (Å):
C 0.5212 0.4675 0.6751
C -0.1294 0.1845 -0.5824
P 0.3601 -1.3915 0.1090
Br -3.1483 0.3572 -0.2865
H 1.4606 0.8756 0.5659
H -0.2430 0.5903 1.4821
H -0.5272 0.4187 -1.5724
H 1.7061 -1.5023 -0.3907

For the LUMO energy (spin up / spin down), the calculation gives 1.02 / -3.73 eV. The spin multiplicity is 3. For the energy above the lowest of the compared OMol25 structures with the same formula, charge and spin, the calculation gives 1.2173 eV. The frontier orbital gap (spin up / spin down) comes out at 0.33703 / 0.21598 Eh. The HOMO energy (spin up / spin down) is -8.156 / -9.611 eV. As for the energy: -2993.7879 a.u.

---

ORCA calculation (ωB97M-V/def2-TZVPD) on a molecular structure, C17H34N2O16S at a distorted geometry.

Geometry (Å):
C 3.7092 2.1994 1.9515
N 3.9624 0.7864 1.7914
C 5.4084 0.4274 1.7087
C 3.4746 0.1117 3.0191
C 3.2489 0.1413 0.6536
C 1.7521 0.4237 0.5247
O 1.2807 -0.3784 -0.5401
H 4.4396 2.5996 2.6347
H 2.5358 2.6225 2.4456
H 3.8397 2.5634 0.9424
H 5.7451 -0.5455 1.8462
H 5.9851 0.6747 2.6184
H 5.8935 0.9507 0.8403
H 3.8711 0.2819 3.9276
H 3.9656 -0.9249 3.0543
H 2.4269 -0.0430 3.0501
H 3.4881 -0.9240 0.8962
H 3.9127 0.1869 -0.4731
H 1.5817 1.3991 -0.0924
H 1.1096 0.5533 1.4659
H 0.3769 -0.3696 -0.9248
N -1.7794 0.0877 -0.2952
O -1.4114 1.2417 0.1776
O -1.2091 -0.2116 -1.4191
O -2.1171 -0.7600 0.4000
O 1.0817 -4.8359 3.4788
S 1.5493 -3.9327 2.4499
O 2.6925 -3.1556 2.6038
O 1.7932 -4.7749 1.0797
C 2.7591 -5.8137 1.1846
C 2.9306 -6.7461 -0.0262
C 0.1908 -2.8403 1.9732
H 2.4830 -6.4447 2.0985
H 3.6507 -5.3542 1.4891
H 3.5055 -7.7013 -0.0968
H 2.9260 -6.1982 -0.9623
H 1.8962 -7.2139 -0.3135
H 0.0371 -2.2728 2.8083
H -0.7033 -3.6239 1.7853
H 0.3761 -2.1601 1.1371
C -4.9727 -1.5279 -0.6971
C -4.1818 -2.2552 -1.7769
O -5.1101 -2.8132 -2.7256
C -6.2340 -2.4132 -2.3448
O -7.3228 -2.6851 -2.8592
O -6.2208 -1.8076 -1.2021
H -4.8143 -0.4935 -0.7119
H -4.8109 -1.7861 0.2884
H -3.7061 -3.2171 -1.3118
H -3.4804 -1.6092 -2.1620
C -0.8570 4.8908 -1.1850
C -1.5007 6.2317 -0.6599
O -0.5354 7.2284 -0.9550
C 0.5843 6.6916 -1.1613
O 1.7240 7.2245 -1.3246
O 0.5286 5.2878 -1.1515
H -1.2170 4.4197 -2.0574
H -0.8499 4.0140 -0.4519
H -1.5315 6.1192 0.3693
H -2.4840 6.3309 -1.0714
C -3.8265 1.3720 -2.8743
C -2.9378 2.4596 -3.3012
O -3.1067 3.5124 -2.3019
C -3.8586 2.9189 -1.2803
O -4.1959 3.5023 -0.1951
O -4.3565 1.6594 -1.5450
H -3.4373 0.4385 -2.9103
H -4.7649 1.2294 -3.5073
H -3.3932 2.8832 -4.2847
H -1.7891 2.1675 -3.5413

For the LUMO energy, the calculation gives -0.60 eV. The spin multiplicity is 1. For the energy above the lowest of the compared OMol25 structures with the same formula, charge and spin, the calculation gives 2.4180 eV. The frontier orbital gap comes out at 0.29913 Eh. The HOMO energy is -8.744 eV. As for the energy: -2379.2210 a.u.

---

ORCA calculation (ωB97M-V/def2-TZVPD) on a gas-phase ion, C3H7ClN3O (charge +1) at a distorted geometry.

Geometry (Å):
N 1.6240 1.0798 -0.4163
C 0.6803 0.1963 -0.5962
N -0.5122 0.4950 -1.1495
C -1.6206 0.1500 -0.2113
Cl -1.7014 1.4251 1.0659
O -1.4904 -1.1067 0.2728
C -0.2443 -1.3565 0.8132
N 0.8269 -1.0822 -0.2091
H 1.4625 2.0755 -0.4211
H 2.5541 0.7472 -0.2098
H -0.5388 1.5077 -1.2528
H -2.5538 0.1951 -0.7390
H -0.1892 -2.3805 1.1387
H -0.0318 -0.7434 1.6897
H 1.7348 -1.2024 0.2248

For the LUMO energy, the calculation gives -4.09 eV. The spin multiplicity is 1. For the energy above the lowest of the compared OMol25 structures with the same formula, charge and spin, the calculation gives 0.0000 eV. The frontier orbital gap comes out at 0.41183 Eh. The HOMO energy is -15.293 eV. As for the energy: -817.9625 a.u. Its total charge is +1.

---

ORCA calculation (ωB97M-V/def2-TZVPD) on a molecular structure, C41H49AsBrN6O2V at a distorted geometry.

Geometry (Å):
V -0.4663 0.2986 -0.2837
C -0.6940 2.0713 -2.9649
C -1.4102 0.9211 -3.6383
C -2.3678 0.1587 -2.7784
C -3.5929 -0.1983 -3.3270
C -4.4258 -1.0920 -2.6755
C -3.9680 -1.6610 -1.4962
C -2.7680 -1.2332 -0.9804
N -1.9887 -0.2945 -1.5607
N 0.2906 1.6787 -1.9216
C 1.6053 1.2944 -2.5734
C 1.7981 -0.1024 -3.0949
C 1.9023 -0.4280 -4.3924
C 2.3046 -1.7198 -4.9558
C 2.7227 -2.8120 -4.2994
C 2.8584 -2.9036 -2.8045
N 2.1406 -1.0076 -2.0399
C 0.5918 2.9129 -1.1481
C 1.4145 2.5541 0.0519
C 2.2930 3.4365 0.6519
C 3.0754 2.9901 1.7081
C 2.9948 1.6535 2.0775
C 2.0829 0.8366 1.4402
N 1.2625 1.2886 0.4774
H -1.4444 2.7155 -2.5130
H -0.1843 2.6641 -3.7290
H -0.6925 0.1966 -4.0216
H -1.9530 1.3194 -4.4940
H -3.8738 0.2127 -4.2866
H -5.3859 -1.3607 -3.0961
H -4.5282 -2.4305 -0.9850
H -2.3953 -1.6745 -0.0753
H 2.3667 1.4040 -1.8012
H 1.8268 2.0205 -3.3601
H 1.6958 0.3438 -5.1281
H 2.2620 -1.7739 -6.0364
H 2.9836 -3.6950 -4.8685
H 3.2673 -3.8490 -2.4551
H -0.3405 3.3879 -0.8342
H 1.1235 3.6384 -1.7710
H 2.3723 4.4518 0.2861
H 3.7540 3.6653 2.2122
H 3.6336 1.2444 2.8475
H 2.0306 -0.2151 1.6861
O -2.8811 -2.6455 1.7173
C -2.3422 -2.6002 2.9716
C -2.9955 -3.2026 4.0400
C -2.4243 -3.2170 5.2990
C -1.1850 -2.6251 5.5013
C -0.5579 -1.9907 4.4475
C -1.1262 -1.9504 3.1715
C -0.2651 -1.2852 2.1142
O -0.7805 -0.4562 1.1017
N 0.5270 -2.2895 1.4067
N 0.8284 -1.9943 0.1241
C 1.3375 -2.8420 -0.6723
C 1.6143 -2.3840 -2.0707
Br -0.1191 -2.7296 -3.0028
C 3.5138 -1.6007 -2.2616
C 4.3926 -1.7266 -1.0533
C 4.1861 -0.9576 0.0841
C 5.0975 -0.9945 1.1292
C 6.2215 -1.8031 1.0460
C 6.4270 -2.5818 -0.0867
C 5.5176 -2.5456 -1.1296
H -3.6906 -3.1691 1.7458
H -3.9547 -3.6797 3.8682
H -2.9422 -3.6984 6.1171
H -0.7092 -2.6609 6.4710
H 0.4061 -1.5217 4.6121
H 0.4024 -0.6404 2.6974
H 0.3693 -3.2546 1.6693
H 1.5530 -3.8733 -0.3974
H 4.0561 -1.0624 -3.0385
H 3.3167 -0.3141 0.1201
H 4.9459 -0.3775 2.0069
H 6.9368 -1.8229 1.8566
H 7.3037 -3.2114 -0.1562
H 5.6855 -3.1516 -2.0133
C -4.0700 4.2108 0.1168
C -3.2808 3.1405 -0.6352
As -2.2399 1.9805 0.5869
C -3.7232 1.0034 1.4290
C -3.5951 0.8189 2.9388
C -1.6195 3.2647 1.9446
C -0.6947 2.6839 3.0143
H -4.7402 4.7108 -0.5818
H -3.4173 4.9699 0.5440
H -4.6858 3.7906 0.9127
H -2.6359 3.6245 -1.3664
H -3.9530 2.4696 -1.1747
H -3.8054 0.0355 0.9377
H -4.6209 1.5735 1.1885
H -2.6795 0.2906 3.2024
H -4.4323 0.2249 3.3048
H -3.6211 1.7725 3.4648
H -2.5219 3.6707 2.4014
H -1.1252 4.0788 1.4108
H -1.2293 2.0052 3.6761
H -0.2904 3.4885 3.6273
H 0.1420 2.1434 2.5723

For the LUMO energy (spin up / spin down), the calculation gives -10.05 / -9.40 eV. The spin multiplicity is 2. For the energy above the lowest of the compared OMol25 structures with the same formula, charge and spin, the calculation gives 2.6295 eV. The frontier orbital gap (spin up / spin down) comes out at 0.19884 / 0.22263 Eh. The HOMO energy (spin up / spin down) is -15.460 / -15.461 eV. As for the energy: -7823.5932 a.u. Its total charge is +3.